DFT (ωB97M-V/def2-TZVPD) results for a molecular structure, C28H41Br2CaClKN3O4PS in a non-equilibrium geometry.

Results
* E_tot: -9181.46089 Eh
* molecular weight: 821.1 Da
* gap between HOMO and LUMO: 1.19 eV
* relative energy (zero: lowest compared OMol25 entry of this formula, charge and spin): 0.000 eV
* LUMO energy: -0.234 Eh

Structure (ORCA input):
```
! RIJCOSX wB97M-V def2-TZVPD def2/J DEFGRID3
* xyz 1 1
Br 0.64298 6.38020 0.88656
Br -3.50161 3.40958 4.04632
Ca 3.46478 -1.99473 -4.09581
K -0.87570 -0.84358 -1.67979
Cl -3.30961 -0.09029 7.32115
S -6.50953 -1.25242 0.72545
P -0.98410 -1.50140 0.85100
O 4.55825 -4.57196 -3.10319
O -3.71329 -1.67485 -0.09431
O -7.71911 1.30129 3.53637
O -5.00599 3.24632 -0.97519
N 2.76044 0.05857 -0.88481
N -5.81308 1.46479 4.79329
N 5.22263 -0.71932 -4.09281
C 0.78522 -3.13415 2.10415
C 1.60059 0.54488 -0.84687
C -2.38184 2.88784 -0.32304
C -7.17570 1.43037 4.60631
C 5.72931 0.52114 -5.84768
C -5.32114 -0.02848 0.22316
C -4.94906 1.34857 3.65923
C -0.16480 3.91872 -0.27090
C 5.28921 -0.71945 -5.48705
C 0.96881 1.26546 0.37686
C 5.42027 -5.42676 -5.19849
C -1.43955 0.26882 0.36108
C -1.03770 2.68416 -0.12307
C -3.91490 -0.49353 0.06987
C -4.69883 2.19367 -0.47412
C -5.23739 1.59525 6.06159
C 5.92085 1.28866 -4.66013
C -0.55611 1.41257 0.21176
C 5.60040 0.50311 -3.59216
C -3.24716 1.83911 -0.22969
C 5.61436 -4.42888 -4.06983
C 0.43489 4.44746 1.06397
C 0.74526 -1.71647 1.44684
C -0.38656 4.17729 2.31805
C -5.71133 1.22119 -0.03438
C -1.95927 -1.81048 2.38449
C -2.84893 0.53951 0.06871
C 6.96256 -4.59949 -3.39469
H 7.08307 -3.87733 -2.58610
H 7.77926 -4.46732 -4.10403
H 1.24598 0.78547 1.30847
H 4.44549 -5.29222 -5.67158
H -4.55186 0.64190 6.24754
H 1.48823 2.21686 0.36258
H -0.75688 4.69668 -0.73725
H 0.69420 3.65558 -0.88858
H -5.16069 0.38127 3.17814
H 1.02468 -3.04576 3.15870
H -2.91978 -1.30991 2.36005
H -5.17911 2.13495 2.93471
H -1.40366 -1.36236 3.21188
H -2.73601 3.88177 -0.55136
H 0.96603 -1.01236 2.24669
H -5.99799 1.65312 6.83660
H -0.12600 -3.70757 1.95052
H 0.98967 0.50029 -1.77852
H 5.89962 0.85044 -6.85887
H -7.35690 -0.62469 1.56097
H 0.08323 4.69777 3.15102
H 5.45308 -6.44727 -4.81243
H -4.58917 2.47042 6.10622
H -0.43444 3.11967 2.57109
H -7.73793 1.53091 5.54512
H 7.04185 -5.59531 -2.95421
H 1.42879 4.04486 1.23069
H 4.61679 -5.46817 -2.75256
H 5.60577 0.69282 -2.53251
H -6.74389 1.52600 0.05050
H 2.84310 -0.35487 -1.83836
H 5.53097 -3.40843 -4.46655
H 1.49514 -1.71981 0.66505
H -1.38382 4.60221 2.21526
H 5.02772 -1.59974 -6.07701
H 6.26029 2.30883 -4.60474
H -2.04016 -2.87494 2.56372
H 1.58525 -3.71307 1.64753
H -3.87697 1.37963 3.94306
H 6.19355 -5.31836 -5.95903
H 4.95502 -1.51429 -3.51064
*
```

Atom charges from the Löwdin analysis, given in e for atoms 1 to 4: number 1, Br, carries 0.72; number 2, Br, carries 0.33; number 3, Ca, carries 1.06; number 4, K, carries 0.66



DFT (ωB97M-V/def2-TZVPD) results for 7 unconnected molecules or ions with the total composition C28H41Cl25FN2O2S in a non-equilibrium geometry.

Results
* E_tot: -13353.92332 Eh
* molecular weight: 1375.0 Da
* gap between HOMO and LUMO: 8.90 eV
* LUMO energy: -0.104 Eh

Structure (ORCA input):
```
! RIJCOSX wB97M-V def2-TZVPD def2/J DEFGRID3
* xyz 1 1
Cl 0.40284 7.31341 6.63516
Cl -2.30011 1.29840 -7.28489
Cl 6.16151 4.41681 -7.59662
Cl 1.53317 5.23546 8.28252
Cl 0.36639 4.01102 2.32821
Cl -5.42997 -5.16830 -3.57354
Cl 5.32381 5.71642 -5.16106
Cl -2.44452 4.63296 2.52403
Cl 3.37922 5.05693 -7.18823
Cl -0.65083 5.35160 4.67378
Cl -4.69665 -2.41598 -3.12521
Cl -0.18224 6.06860 11.65838
Cl -1.18479 3.94401 13.33454
Cl -4.82272 0.00413 -6.74390
Cl -6.64014 -3.07605 -5.15429
Cl 4.62200 2.95891 -5.63887
Cl -1.29801 2.57688 4.19779
Cl 1.51836 3.83620 12.32944
Cl 3.21205 6.68189 6.43216
Cl -2.79927 0.12461 -4.69598
Cl -3.86281 -3.75963 -5.54083
Cl -0.70585 3.46549 10.52933
Cl -4.19377 2.52348 -5.48469
Cl 2.19424 7.99582 8.79097
Cl -0.36400 -7.60810 2.32183
S 3.01315 2.58377 0.62743
F -3.17849 -5.53896 -1.99892
O 0.49098 2.97146 -3.66984
O 0.52104 -3.95150 -1.93618
N 1.07291 -1.41310 -1.26710
N 0.18704 -3.67288 0.38514
C -0.34550 -3.38411 -0.90095
C 1.76857 0.30625 1.34937
C 1.96550 -3.08142 2.09236
C 0.31004 -7.51547 0.68169
C -0.04503 -6.21451 -0.02552
C 4.87354 4.53922 -6.39850
C 2.57525 1.43303 1.96988
C -1.67928 0.28041 -1.24774
C 1.83841 6.80660 7.53829
C -1.79771 -3.87135 -1.15027
C 1.16886 -3.32460 3.27798
C -1.00970 4.14877 3.43529
C 0.66056 -5.03849 0.63413
C -0.34676 -1.86300 -1.23687
C -3.53171 0.99161 -6.05931
C -1.25549 -0.96757 -0.40227
C -5.16602 -3.61324 -4.34886
C -0.13891 4.32928 11.96605
C -1.99059 2.82602 -1.05776
C 1.46220 3.76064 -4.32425
C -1.61123 3.09294 -2.51550
C -0.19632 3.65894 -2.63988
C 0.43723 -3.53096 4.23400
C -1.97710 -4.90011 -2.26375
C 1.06692 -2.63088 0.94734
C 1.89446 -1.84442 -0.07480
C -1.32958 1.57731 -0.49032
C 2.61304 -0.59963 0.45145
H 3.43086 1.03596 2.51115
H 0.89531 0.73379 0.86169
H 0.38957 -1.91363 1.40420
H 2.98679 0.01080 -0.37398
H 1.06801 -0.38813 -1.29147
H -2.11576 -4.40308 -3.22424
H 0.64638 -5.26115 1.69836
H 1.19501 4.81602 -4.39241
H -3.06890 2.82345 -0.91564
H -1.10714 0.30162 -2.17839
H 3.30347 3.75765 1.21785
H -2.15314 -1.46568 -0.06275
H -2.27731 3.87314 -2.87113
H 1.61441 3.37441 -5.32617
H 1.55514 -1.68688 -2.11880
H 1.41382 -0.28795 2.19141
H 1.71783 -5.11196 0.35300
H 1.38837 -7.64033 0.67729
H -2.12923 -4.35641 -0.23751
H -1.72956 2.19371 -3.10848
H 1.94939 1.94087 2.69034
H -0.76564 -0.54316 0.46667
H 0.32569 -6.33080 -1.04139
H -0.70803 -1.80840 -2.26052
H -2.51194 -3.07682 -1.34182
H -1.63615 1.45631 0.54875
H 2.61323 -3.92033 1.86407
H 3.49188 -0.89890 1.01438
H -1.62588 3.67464 -0.47430
H -1.22328 -5.67104 -2.29729
H -1.12894 -6.16048 -0.05288
H 2.41937 3.69548 -3.79913
H 2.63877 -2.27978 2.38614
H -0.25264 1.73167 -0.58278
H 2.66785 -2.50393 -0.46530
H -0.23952 4.73064 -2.83308
H -0.33876 -3.84148 4.87535
H 0.36367 3.54124 -1.70174
H -2.72680 0.23966 -1.53636
H -0.08677 -8.33209 0.09156
H 0.29243 -3.58371 -2.79648
*
```

Atom charges from the Löwdin analysis, given in e for atoms 1 to 4: number 1, Cl, carries 0.49; number 2, Cl, carries 0.54; number 3, Cl, carries 0.54; number 4, Cl, carries 0.51



DFT (ωB97M-V/def2-TZVPD) results for 2 unconnected molecules or ions with the total composition C28H41N2 in a non-equilibrium geometry.

Results
* E_tot: -1200.74176 Eh
* molecular weight: 405.6 Da
* gap between HOMO and LUMO: 6.25 eV
* relative energy (zero: lowest compared OMol25 entry of this formula, charge and spin): 1.084 eV
* LUMO energy: -0.164 Eh

Structure (ORCA input):
```
! RIJCOSX wB97M-V def2-TZVPD def2/J DEFGRID3
* xyz 1 1
N 0.39307 -4.17887 0.98301
N -0.05320 -4.10980 -1.16015
C 1.31424 -0.81475 -2.39493
C -0.30117 -3.49225 0.03446
C -5.16549 3.14671 2.96702
C -0.90124 0.07523 0.54681
C 3.82608 2.36328 -0.10372
C 4.42410 4.69227 -0.90606
C 1.04206 -0.08714 -1.07433
C 1.16853 -5.26950 0.43814
C 1.60873 2.31157 -1.80296
C -0.46618 0.17061 -0.85652
C 0.21144 -3.99667 2.39531
C -4.03279 2.45143 2.27503
C 3.54782 3.47709 -0.89861
C 0.47297 2.39039 -2.78957
C -0.35933 1.74626 2.96144
C -1.71014 1.70434 2.29537
C -3.15802 1.16919 0.38756
C 3.02798 1.22405 -0.15166
C -1.07414 -2.32046 0.26814
C -2.77984 2.35752 2.89757
C -3.44614 0.57044 -0.94821
C -0.70574 -3.83839 -2.41163
C -4.19152 1.85272 1.02431
C 0.85605 -5.22554 -1.04496
C 3.41762 0.03943 0.69454
C 1.89476 1.18955 -0.99437
C 2.41836 3.44341 -1.71123
C -1.89061 0.99603 1.04686
H 5.25406 4.58623 -0.19982
H 0.42071 2.11948 2.27800
H -5.17029 1.92917 0.54667
H 4.35287 0.24950 1.22349
H -1.19271 -2.08600 1.32749
H 0.72887 3.12603 -3.56401
H -5.38837 2.67488 3.93328
H 0.87774 -6.23222 0.87598
H -1.31308 -2.93010 -2.33211
H -4.93111 4.20019 3.17151
H 2.24482 -5.13271 0.61433
H -0.39393 2.42533 3.82468
H 1.76426 -5.06232 -1.64326
H 0.87984 -0.28268 -3.25208
H 2.40020 -0.89508 -2.57059
H -1.36022 -4.67867 -2.70660
H 4.84211 4.87252 -1.90812
H 1.37434 -0.77347 -0.28381
H 2.16761 4.32159 -2.31249
H 0.26287 1.44835 -3.30319
H 2.66328 -0.18295 1.45996
H -1.97158 -2.24895 -0.36176
H -0.45533 2.75509 -2.32163
H -2.92315 1.08832 -1.76172
H 0.88521 -1.82630 -2.38143
H -3.18808 -0.49054 -0.98214
H -0.05186 0.75060 3.31682
H 0.39885 -6.15891 -1.40299
H 3.84536 5.58628 -0.63382
H 0.04013 -3.69854 -3.21113
H 0.82447 -3.16821 2.77970
H -2.63741 2.83162 3.87414
H 3.58526 -0.86877 0.10243
H -0.73158 1.15573 -1.26299
H -4.51361 0.66524 -1.17470
H -6.06746 3.09640 2.35194
H 4.68945 2.37988 0.56228
H -1.03324 -0.54929 -1.45900
H 0.48310 -4.92420 2.90923
H -0.21196 -0.34015 1.29459
H -0.83867 -3.77050 2.61620
*
```

Atom charges from the Löwdin analysis, given in e for atoms 1 to 4: number 1, N, carries -0.12; number 2, N, carries -0.12; number 3, C, carries -0.03; number 4, C, carries -0.26